119
Properties=species:S:1:pos:R:3:lowdin_charge:R:1 method="wB97M-V/def2-TZVPD" e_tot_ev=-103802.672 relative_energy_kj_mol=779.3 charge=-2 spin_multiplicity=2 homo_lumo_gap_ev="6.30 / 6.43" lumo_energy_ev="3.74 / 3.56"
Sr -0.3836 -0.6313 1.1834 1.359
O 2.3483 -5.8965 -0.0270 0.080
C 1.6487 -4.7231 0.0661 -0.471
O 1.9652 -3.8625 0.8250 0.121
C 0.5351 -4.7511 -0.9620 -0.127
O -0.4197 -3.7300 -0.9126 -0.184
C -1.4990 -3.9495 0.0090 -0.128
C -1.0245 -4.0039 1.4646 -0.658
O -1.0010 -5.1525 1.9520 -0.031
O -0.6406 -2.9278 2.0174 -0.173
H 3.0247 -5.8575 0.6611 0.108
H 0.0539 -5.7325 -0.8977 0.139
H 1.0428 -4.6685 -1.9262 0.131
H -2.0150 -4.8774 -0.2614 0.120
H -2.1529 -3.1011 -0.1145 0.075
F -6.7385 2.5656 7.6537 0.108
C -5.5127 2.4602 8.2337 -0.571
F -5.7035 1.7790 9.3855 0.107
F -5.2003 3.7351 8.6015 0.102
C -4.5013 1.8480 7.3467 -0.172
C -3.8415 0.6791 7.6960 -0.037
C -2.9241 0.1074 6.8334 -0.034
C -2.6368 0.6830 5.5861 -0.265
C -3.3064 1.8847 5.2609 -0.021
C -4.2207 2.4505 6.1204 -0.033
C -1.7619 0.0973 4.6421 -0.194
C -1.0349 -0.3252 3.7382 -0.059
H -4.0592 0.2173 8.6510 0.107
H -2.4147 -0.8120 7.0947 0.110
H -3.0800 2.3274 4.2984 0.113
H -4.7420 3.3646 5.8568 0.114
C 4.9595 -3.7450 3.6118 -0.152
C 4.9235 -2.2175 3.5069 -0.395
S 3.5552 -1.6246 2.4346 0.913
O 3.6740 -0.1348 2.5131 -0.540
C 2.1906 -2.1283 3.5741 -0.344
C 2.0235 -1.0253 4.6306 -0.150
H 5.9847 -4.1191 3.6490 0.060
H 4.4683 -4.1933 2.7418 0.058
H 4.4408 -4.0965 4.5043 0.065
H 5.8212 -1.8310 3.0228 0.074
H 4.8130 -1.7269 4.4738 0.071
H 2.4476 -3.0937 4.0037 0.078
H 1.2792 -2.1951 2.9654 0.039
H 2.9376 -0.8655 5.2057 0.057
H 1.1916 -1.2938 5.2804 0.068
H 1.7241 -0.1273 4.1144 0.044
C 2.6154 0.5219 -7.2703 -0.067
C 1.9195 0.3309 -5.9424 -0.294
C 1.2651 -0.8501 -5.6442 -0.040
C 0.6801 -1.0611 -4.3969 -0.311
C 0.0382 -2.3983 -4.1095 -0.102
C 0.7251 -0.0432 -3.3879 -0.258
Te -0.3470 -0.7048 -1.4995 1.839
N -1.8685 -0.9790 -0.1393 -0.518
C -2.5636 0.0278 0.3580 -0.642
O -2.2369 0.6313 1.4057 -0.185
C -3.9304 0.3554 -0.2362 -0.119
C -4.5925 1.5136 0.1620 -0.019
C -5.8323 1.8245 -0.3813 -0.093
C -6.4158 0.9767 -1.3117 -0.113
C -5.7819 -0.2071 -1.6715 -0.090
C -4.5489 -0.5263 -1.1157 -0.034
C -1.3375 1.2549 -1.7322 -0.239
C -1.1992 2.1910 -0.6884 -0.267
C -0.2094 1.7323 0.3446 -0.147
C -1.9338 3.3698 -0.7261 -0.009
C -2.7916 3.6326 -1.7776 -0.286
C -3.5787 4.9213 -1.8196 -0.059
C -2.9544 2.7015 -2.7957 -0.022
C -2.2563 1.4995 -2.8031 -0.253
C -2.4601 0.4505 -3.8600 -0.055
C 1.3915 1.1684 -3.7262 -0.264
C 1.5418 2.2817 -2.7314 -0.038
C 1.9673 1.3234 -4.9850 -0.038
H 2.5303 -0.3705 -7.8914 0.063
H 3.6779 0.7264 -7.1165 0.070
H 2.1942 1.3654 -7.8228 0.070
H 1.2118 -1.6388 -6.3901 0.102
H 0.0235 -3.0390 -4.9967 0.073
H -0.9982 -2.3075 -3.7799 0.048
H 0.6053 -2.9067 -3.3248 0.054
H -4.1088 2.1304 0.9080 0.117
H -6.3445 2.7320 -0.0795 0.094
H -7.3789 1.2279 -1.7427 0.088
H -6.2511 -0.8827 -2.3771 0.093
H -4.0514 -1.4607 -1.3295 0.106
H -0.1733 0.6780 0.0778 -0.165
H -0.4514 1.9936 1.3731 0.108
H 0.7837 2.1121 0.1058 0.098
H -1.8342 4.0837 0.0879 0.122
H -3.4184 5.5110 -0.9162 0.068
H -4.6486 4.7152 -1.9132 0.070
H -3.2835 5.5282 -2.6791 0.072
H -3.6708 2.8942 -3.5899 0.115
H -3.2378 0.7068 -4.5848 0.078
H -2.7511 -0.4930 -3.3982 0.059
H -1.5242 0.2763 -4.3955 0.064
H 1.7247 1.8608 -1.7538 0.048
H 0.6438 2.8906 -2.6781 0.079
H 2.3909 2.9265 -2.9777 0.082
H 2.4941 2.2486 -5.2104 0.113
O 2.3365 -1.9441 -1.3904 -0.015
C 2.5552 -0.8090 -0.9498 -0.673
O 1.7962 -0.1904 -0.1156 -0.271
C 3.7466 -0.0439 -1.4627 -0.125
C 4.3322 -0.4216 -2.6597 -0.014
C 5.4199 0.2738 -3.1931 0.009
C 5.8845 1.3358 -2.4608 -0.223
O 6.9488 2.1654 -2.7439 0.011
C 7.0906 2.9997 -1.6004 -0.173
O 5.9711 2.8135 -0.7592 0.022
C 5.3001 1.7127 -1.2689 -0.190
C 4.2240 1.0539 -0.7364 0.076
H 3.9049 -1.2642 -3.1862 0.118
H 5.8703 0.0014 -4.1386 0.111
H 7.1513 4.0445 -1.9114 0.127
H 8.0095 2.7323 -1.0627 0.129
H 3.7606 1.3127 0.2074 0.127



112
Properties=species:S:1:pos:R:3:lowdin_charge:R:1 method="wB97M-V/def2-TZVPD" e_tot_ev=-168391.337 spin_multiplicity=2 homo_lumo_gap_ev="6.72 / 7.17" lumo_energy_ev="-0.59 / -0.16"
Tc 0.0691 -0.1086 0.5702 1.142
S -1.2390 -1.4570 1.9721 0.511
C -1.8284 -2.9625 1.2429 -0.698
C -2.2543 -3.9063 2.1777 -0.152
C -2.7560 -5.1266 1.7787 -0.093
C -2.8223 -5.4249 0.4273 -0.091
C -2.4110 -4.4901 -0.5073 -0.099
C -1.9244 -3.2412 -0.1269 -0.410
As -1.4265 -1.8942 -1.4750 1.329
C -3.1155 -0.9087 -1.4829 -0.406
C -4.0403 -0.9737 -0.4522 -0.096
C -5.2062 -0.2280 -0.5069 -0.088
C -5.4632 0.5918 -1.5926 -0.093
C -4.5406 0.6719 -2.6216 -0.103
C -3.3750 -0.0695 -2.5629 -0.161
C -1.7359 -2.9348 -3.1431 -0.377
C -2.9148 -2.9134 -3.8815 -0.110
C -2.9945 -3.5809 -5.0918 -0.087
C -1.8994 -4.2694 -5.5869 -0.086
C -0.7253 -4.3026 -4.8555 -0.072
C -0.6471 -3.6400 -3.6446 -0.135
H -2.1931 -3.6484 3.2232 0.089
H -3.0929 -5.8340 2.5221 0.101
H -3.2071 -6.3803 0.1038 0.099
H -2.4785 -4.7251 -1.5641 0.094
H -3.8416 -1.5972 0.4089 0.087
H -5.9139 -0.2814 0.3059 0.103
H -6.3664 1.1841 -1.6330 0.101
H -4.7342 1.3156 -3.4683 0.107
H -2.6406 0.0014 -3.3585 0.110
H -3.7811 -2.3780 -3.5109 0.094
H -3.9146 -3.5509 -5.6573 0.100
H -1.9592 -4.7673 -6.5426 0.100
H 0.1449 -4.8154 -5.2333 0.108
H 0.2832 -3.6541 -3.0924 0.069
C 4.6756 2.3460 2.6142 -0.078
C 3.8429 1.5996 3.6583 -0.233
C 3.1646 0.4219 3.0646 -0.588
N 2.2076 0.4809 2.2276 0.000
N 1.7244 -0.6956 1.8276 -0.202
C 2.3271 -1.7220 2.3574 -0.670
N 2.0270 -2.9992 2.0595 0.129
S 3.6089 -1.2507 3.4582 1.104
H 5.0915 3.2508 3.0499 0.073
H 4.0586 2.6151 1.7615 0.075
H 5.4940 1.7249 2.2597 0.074
H 3.0735 2.2700 4.0487 0.099
H 4.4699 1.2777 4.4911 0.105
H 1.1234 -3.1522 1.6328 0.082
H 2.3866 -3.7324 2.6467 0.104
C 7.7569 -0.0483 -1.5734 -0.047
C 6.4766 -0.4749 -2.2197 -0.265
C 6.2927 -0.3479 -3.5903 -0.027
C 5.1122 -0.7617 -4.1853 -0.047
C 4.1244 -1.3148 -3.3965 -0.287
C 4.2843 -1.4531 -2.0329 -0.057
C 5.4606 -1.0298 -1.4461 -0.022
S 2.5973 -1.9074 -4.1078 0.638
O 2.3664 -3.2288 -3.5941 -0.303
O 2.6256 -1.7182 -5.5277 -0.281
N 1.4082 -0.9256 -3.4854 -0.116
C 1.5684 0.4781 -3.8214 -0.226
C 1.0979 1.3571 -2.6650 -0.099
C 2.0234 1.0809 -1.4648 -0.668
O 3.0674 1.6825 -1.3098 0.063
O 1.6373 0.1122 -0.7077 -0.277
H 8.2990 0.6455 -2.2090 0.076
H 8.3910 -0.9168 -1.3964 0.085
H 7.5589 0.4242 -0.6148 0.076
H 7.0775 0.0743 -4.2007 0.113
H 4.9441 -0.6694 -5.2470 0.114
H 3.4873 -1.8938 -1.4532 0.112
H 5.5943 -1.1323 -0.3804 0.114
H 1.3416 -1.0575 -2.4813 0.044
H 0.9890 0.6813 -4.7263 0.122
H 2.6210 0.7032 -4.0402 0.116
H 0.0732 1.0839 -2.3934 0.079
H 1.1633 2.4093 -2.9448 0.122
C -0.3335 3.1060 0.5649 -0.035
C -1.5295 2.3310 -0.0289 -0.684
C -2.7190 2.4349 0.9393 -0.025
C -1.9296 2.9402 -1.3875 -0.022
N -1.1683 0.9733 -0.1615 -0.113
H -0.5571 4.1682 0.6369 0.087
H 0.5425 2.9600 -0.0653 0.074
H -0.1071 2.7128 1.5556 0.044
H -2.9844 3.4760 1.0934 0.085
H -2.4461 1.9902 1.8922 0.045
H -3.5754 1.9064 0.5350 0.072
H -2.3299 3.9403 -1.2360 0.088
H -2.6834 2.3215 -1.8661 0.054
H -1.0728 3.0034 -2.0509 0.064
C -3.4722 0.8837 4.4750 -0.104
N -2.8072 2.1458 4.7362 -0.239
C -3.1581 2.7234 6.0231 -0.061
C -1.4917 2.2572 4.3370 -0.789
S -0.5212 0.9308 4.0792 0.669
N -1.0344 3.5179 4.1638 -0.211
C -1.9020 4.6638 4.0436 -0.062
C 0.3765 3.8037 4.1016 -0.093
H -4.4286 0.8869 4.9920 0.086
H -2.8831 0.0220 4.8012 0.054
H -3.6490 0.7886 3.4036 0.074
H -2.9431 2.0188 6.8353 0.099
H -4.2218 2.9654 6.0293 0.093
H -2.5954 3.6318 6.2134 0.074
H -2.9355 4.3401 3.9459 0.090
H -1.6255 5.2238 3.1458 0.088
H -1.8050 5.3328 4.9062 0.092
H 0.9139 2.8756 3.9144 0.003
H 0.7199 4.2286 5.0521 0.099
H 0.5863 4.5101 3.2979 0.090



84
Properties=species:S:1:pos:R:3:lowdin_charge:R:1 method="wB97M-V/def2-TZVPD" e_tot_ev=-110957.230 charge=+1 spin_multiplicity=1 homo_lumo_gap_ev=8.47 lumo_energy_ev=-2.97
C -0.6397 -3.1569 -1.3939 0.126
C -0.0283 -2.8376 -0.4061 -0.302
P 0.9461 -2.5170 1.0022 0.726
C 2.0551 -1.1165 0.7462 -0.304
C 2.4941 -0.6081 2.1102 -0.312
O 2.6656 -1.7472 2.9555 -0.165
P 2.2039 -4.3404 1.2777 0.612
N 3.1511 -4.5068 0.0499 -0.316
P -0.4260 -1.9496 2.6695 0.808
C -0.5863 -3.4349 3.7121 -0.285
O -1.9117 -1.8544 1.9831 -0.325
H -1.2535 -3.6784 -2.0980 0.047
H 2.9101 -1.4545 0.1540 0.103
H 1.6027 -0.2941 0.1930 0.102
H 1.7171 0.0501 2.5018 0.095
H 3.4025 -0.0194 2.0015 0.115
H 2.9185 -1.4509 3.8361 0.112
H 2.9210 -4.1377 2.4632 -0.005
H 1.2718 -5.3831 1.4600 -0.006
H 2.9938 -5.3526 -0.4838 -0.022
H -1.3757 -3.1923 4.4249 0.045
H -0.8954 -4.3350 3.1808 0.043
H 0.3263 -3.6026 4.2802 0.043
H -1.8840 -1.2758 1.2074 0.046
C 3.4687 3.5448 -2.4341 -0.023
C 3.4716 2.0729 -2.7700 -0.303
O 3.8029 1.4865 -1.5061 0.123
C 3.3543 2.3311 -0.5412 -0.560
O 3.2491 2.0319 0.6095 0.148
O 3.0543 3.5301 -1.0517 0.095
F 4.4285 1.7516 -3.6677 0.092
H 4.4643 3.9807 -2.5083 0.115
H 2.7792 4.1189 -3.0404 0.129
H 2.5212 1.6737 -3.1077 0.142
C -3.6168 2.2306 3.0353 -0.026
C -2.6414 2.3550 4.1823 -0.289
O -1.5981 1.4677 3.7774 0.130
C -1.6042 1.4277 2.4273 -0.579
O -0.7176 0.9662 1.7707 0.098
O -2.7292 1.9547 1.9278 0.093
F -3.1602 1.9174 5.3491 0.090
H -4.2993 1.3972 3.1565 0.094
H -4.1911 3.1347 2.8587 0.150
H -2.2250 3.3520 4.3323 0.176
C -5.6895 -2.0553 4.1111 -0.033
C -6.4703 -2.3799 2.8579 -0.299
O -7.0290 -1.1139 2.5136 0.152
C -6.1847 -0.1674 2.9763 -0.542
O -6.1789 0.9739 2.6385 0.161
O -5.3104 -0.6942 3.8661 0.062
F -7.4681 -3.2594 3.0933 0.089
H -6.3144 -2.1104 5.0032 0.148
H -4.8108 -2.6798 4.2434 0.137
H -5.8537 -2.7276 2.0302 0.138
C -4.8560 -1.9351 -2.5184 -0.041
C -4.5734 -3.3656 -2.9237 -0.301
O -4.0885 -3.9299 -1.7153 0.120
C -4.6506 -3.2354 -0.6872 -0.540
O -4.6624 -3.5876 0.4443 0.172
O -5.1949 -2.0832 -1.1364 0.082
F -3.6007 -3.4444 -3.8668 0.069
H -3.9629 -1.3133 -2.6065 0.140
H -5.6703 -1.4785 -3.0731 0.146
H -5.4453 -3.9274 -3.2588 0.179
C 8.8777 5.0461 -0.6232 -0.044
C 7.6077 4.7159 0.1303 -0.313
O 6.6131 4.9124 -0.8609 0.126
C 7.1924 4.6786 -2.0737 -0.543
O 6.5906 4.5089 -3.0808 0.177
O 8.5370 4.6589 -1.9593 0.083
F 7.3865 5.5630 1.1603 0.083
H 9.0891 6.1156 -0.5953 0.147
H 9.7453 4.4957 -0.2714 0.141
H 7.5509 3.6896 0.4970 0.174
C -1.0182 0.6462 -4.9639 -0.051
C -0.4709 0.7851 -6.3686 -0.309
O 0.2196 2.0202 -6.2961 0.152
C 0.6198 2.1952 -5.0132 -0.530
O 1.4313 2.9816 -4.6554 0.181
O -0.0277 1.3311 -4.1899 0.065
F -1.4545 0.8715 -7.2890 0.089
H -1.9775 1.1552 -4.8606 0.145
H -1.1155 -0.3869 -4.6398 0.134
H 0.2274 0.0008 -6.6652 0.177



30
Properties=species:S:1:pos:R:3:lowdin_charge:R:1 method="wB97M-V/def2-TZVPD" e_tot_ev=-107771.086 relative_energy_kj_mol=0.0 spin_multiplicity=1 homo_lumo_gap_ev=4.98 lumo_energy_ev=-1.18
I 3.9566 2.7536 2.5862 0.916
N 3.0249 1.5083 1.2844 -0.406
C 1.6962 1.4080 1.2588 -0.477
N 0.8736 2.0980 2.0554 0.089
C -0.3812 1.7651 1.7485 -0.670
I -2.0863 2.5398 2.7748 0.775
N -0.3503 0.8642 0.7310 0.004
C -1.5004 0.2867 0.0913 -0.314
C -2.3191 -0.4859 0.8740 -0.035
C -3.4513 -1.0091 0.2697 -0.038
C -3.6905 -0.7060 -1.0614 -0.047
C -2.7610 0.0729 -1.7167 -0.130
N -1.6694 0.5910 -1.1780 0.163
N 0.9545 0.6326 0.4464 0.061
C 1.4900 -0.2579 -0.5293 -0.183
C 1.2343 -1.6274 -0.4561 0.030
C 1.8561 -2.3665 -1.4524 -0.049
C 2.6380 -1.7298 -2.3954 -0.144
N 2.8752 -0.4226 -2.5245 0.106
C 2.2616 0.2489 -1.5503 -0.098
H 3.5978 0.9846 0.6437 0.058
H -2.1337 -0.6910 1.9223 0.121
H -4.1534 -1.6175 0.8292 0.119
H -4.5900 -1.0911 -1.5258 0.112
H -2.9567 0.3171 -2.7612 0.115
H 0.6318 -2.0759 0.3258 0.128
H 1.7333 -3.4430 -1.4931 0.113
H 3.1302 -2.3634 -3.1359 0.114
H 2.3936 1.3353 -1.5717 0.134
Br -2.3043 2.4811 5.5103 -0.565